The following is a DFT calculation (the ωB97M-V functional and the def2-TZVPD basis) of C34H56N2O2P3Zn as an isolated structure at a distorted geometry.

Last column: Löwdin charge in e.
Cartesian coordinates (Å):
C 2.89 -0.83 -0.95  -0.346
C 1.96 1.24 -1.56  -0.366
C 4.12 -0.54 -1.53  -0.071
C 3.13 1.48 -2.33  -0.075
C 4.23 0.64 -2.25  -0.069
H 4.96 -1.24 -1.41  0.112
H 3.13 2.40 -2.94  0.119
H 5.15 0.93 -2.75  0.110
N 1.86 0.04 -0.85  0.042
P 0.88 -2.67 -0.14  1.089
P -0.09 2.82 -0.32  1.045
C 2.71 -2.23 -0.29  -0.222
H 3.22 -3.03 -0.88  0.089
H 3.14 -2.25 0.72  0.084
C -2.09 -1.33 1.33  0.029
O -3.16 -1.30 1.73  0.119
C 1.00 2.31 -1.58  -0.388
H 0.76 2.79 -2.67  0.093
C -1.72 3.53 -1.01  -0.672
C 1.15 4.16 0.07  -0.699
C 0.45 -3.43 -1.80  -0.666
C 0.82 -3.83 1.32  -0.680
C -2.87 2.50 -0.79  -0.109
H -2.97 2.26 0.28  0.064
H -3.81 2.94 -1.15  0.088
H -2.71 1.58 -1.35  0.033
C -2.13 4.81 -0.26  -0.103
H -2.17 4.65 0.82  0.076
H -1.46 5.65 -0.48  0.061
H -3.13 5.10 -0.58  0.088
C -1.63 3.82 -2.52  -0.090
H -2.59 4.29 -2.83  0.092
H -0.84 4.54 -2.75  0.073
H -1.49 2.90 -3.11  0.055
C 0.68 4.91 1.33  -0.114
H 0.27 4.22 2.08  0.049
H 1.54 5.44 1.76  0.081
H -0.09 5.64 1.08  0.062
C 2.51 3.46 0.39  -0.084
H 2.38 2.53 0.98  0.068
H 3.06 3.21 -0.53  0.066
H 3.15 4.17 0.96  0.088
C 1.31 5.09 -1.12  -0.099
H 1.49 4.58 -2.08  0.063
H 0.45 5.76 -1.24  0.066
H 2.21 5.72 -0.94  0.096
C -0.62 -4.40 1.41  -0.075
H -0.70 -4.94 2.36  0.092
H -1.36 -3.59 1.41  0.033
H -0.84 -5.11 0.61  0.072
C 1.12 -3.00 2.57  -0.106
H 2.14 -2.60 2.56  0.085
H 0.43 -2.17 2.68  0.024
H 1.01 -3.64 3.45  0.098
C 1.86 -4.97 1.22  -0.077
H 1.90 -5.47 2.19  0.094
H 1.58 -5.73 0.48  0.068
H 2.86 -4.59 0.99  0.081
C 1.02 -2.60 -2.95  -0.076
H 0.73 -3.07 -3.90  0.103
H 0.66 -1.57 -2.96  0.056
H 2.14 -2.57 -2.92  0.099
C -1.09 -3.45 -1.94  -0.082
H -1.51 -2.45 -1.92  0.039
H -1.33 -3.90 -2.90  0.093
H -1.58 -4.04 -1.14  0.069
C 1.01 -4.85 -1.90  -0.084
H 2.10 -4.88 -1.70  0.086
H 0.50 -5.56 -1.24  0.071
H 0.86 -5.20 -2.92  0.093
Zn 0.11 -0.54 0.24  0.394
N -1.06 -0.18 -1.38  0.137
C -0.99 0.23 -2.54  -0.130
C -0.84 0.56 -3.90  -0.210
C -1.98 -0.06 -4.40  -0.053
C 0.08 1.21 -4.75  0.016
C -2.26 -0.08 -5.73  -0.044
H -2.62 -0.52 -3.64  0.132
C -0.22 1.21 -6.13  -0.042
H 1.01 1.67 -4.40  0.103
C -1.37 0.57 -6.60  -0.042
H -3.15 -0.60 -6.05  0.113
H 0.45 1.69 -6.85  0.122
H -1.60 0.55 -7.68  0.121
C -1.39 1.81 3.25  -0.168
P 0.12 0.91 3.34  0.591
C 1.48 2.00 3.77  -0.145
C -0.01 -0.36 4.60  -0.163
O 0.46 0.30 1.97  -0.462
H -1.49 2.31 2.28  0.022
H -1.43 2.56 4.05  0.072
H -2.24 1.12 3.39  0.063
H 1.26 2.51 4.71  0.069
H 2.39 1.38 3.90  0.078
H 1.65 2.73 2.98  0.028
H -0.86 -1.01 4.38  0.057
H -0.17 0.13 5.57  0.069
H 0.93 -0.94 4.65  0.069

Largest force on an atom = 8.60 eV/Å
Relative energy (zero: lowest compared OMol25 entry of this formula, charge and spin) = 63.6 kcal per mole
Highest occupied orbital energy = -7.9 eV
Multiplicity = 1
Total charge = +1
E = -4392.31570 a.u.
Kohn-Sham gap = 5.26 eV
LUMO energy = -2.68 eV


The following is a DFT calculation (the ωB97M-V functional and the def2-TZVPD basis) of a 10-piece molecular cluster, C34H56O26 overall at a distorted geometry.

Last column: Löwdin charge in e.
Cartesian coordinates (Å):
C 3.99 9.07 1.26  -0.022
C 2.62 8.87 0.64  -0.353
C 2.58 9.39 -0.76  -0.119
O 1.95 8.36 -1.44  0.080
C 1.76 7.29 -0.64  -0.538
O 1.30 6.20 -1.01  0.107
O 2.22 7.53 0.55  0.126
H 4.17 10.14 1.17  0.093
H 4.76 8.49 0.74  0.099
H 3.94 8.78 2.31  0.088
H 1.96 9.39 1.33  0.153
H 3.56 9.65 -1.15  0.143
H 1.83 10.19 -0.76  0.142
C -4.74 6.67 -4.60  -0.028
C -5.29 5.87 -3.43  -0.336
C -5.60 6.79 -2.31  -0.113
O -6.91 6.45 -1.94  0.091
C -7.43 5.67 -2.87  -0.562
O -8.58 5.28 -2.90  0.135
O -6.54 5.35 -3.84  0.103
H -5.29 7.59 -4.78  0.089
H -4.83 6.11 -5.53  0.089
H -3.69 6.91 -4.47  0.093
H -4.58 5.11 -3.11  0.160
H -5.63 7.82 -2.66  0.134
H -5.02 6.65 -1.40  0.146
C 4.99 -8.80 -3.48  -0.028
C 6.06 -8.13 -2.66  -0.332
C 6.91 -7.12 -3.48  -0.082
O 6.47 -5.91 -2.95  0.111
C 5.59 -6.08 -2.01  -0.608
O 5.09 -5.17 -1.36  0.132
O 5.55 -7.33 -1.64  0.114
H 4.31 -9.39 -2.86  0.087
H 5.40 -9.58 -4.12  0.090
H 4.34 -8.11 -4.03  0.097
H 6.74 -8.87 -2.24  0.153
H 6.65 -7.35 -4.51  0.129
H 7.98 -7.25 -3.32  0.136
C 7.10 1.29 -5.33  -0.023
C 6.20 2.25 -4.56  -0.345
C 6.23 2.29 -3.07  -0.135
O 6.23 3.64 -2.82  0.087
C 6.50 4.34 -3.97  -0.517
O 6.64 5.54 -4.10  0.136
O 6.66 3.48 -4.95  0.103
H 8.17 1.50 -5.30  0.086
H 6.94 1.32 -6.41  0.084
H 7.08 0.25 -5.00  0.084
H 5.20 2.05 -4.95  0.159
H 7.11 1.83 -2.61  0.140
H 5.41 1.68 -2.69  0.142
C -2.56 -5.20 6.73  -0.014
C -3.12 -5.96 7.92  -0.372
C -2.89 -5.40 9.30  -0.041
O -4.28 -5.35 9.82  0.073
C -5.14 -5.75 8.87  -0.536
O -6.38 -5.78 9.08  0.090
O -4.50 -5.99 7.75  0.112
H -3.00 -4.19 6.77  0.093
H -2.87 -5.71 5.82  0.090
H -1.48 -5.09 6.75  0.089
H -2.59 -6.91 7.97  0.148
H -2.54 -4.37 9.23  0.135
H -2.21 -6.12 9.76  0.135
C -3.04 -4.32 -7.20  -0.001
C -1.78 -3.76 -6.39  -0.261
C -0.38 -4.10 -6.91  -0.152
O 0.35 -3.01 -6.55  0.056
C -0.55 -1.94 -6.41  -0.518
O -0.28 -0.75 -6.22  0.115
O -1.77 -2.35 -6.52  0.107
H -3.47 -5.30 -6.98  0.074
H -2.82 -4.37 -8.26  0.071
H -3.89 -3.62 -7.16  0.077
H -1.84 -4.04 -5.34  0.152
H -0.39 -4.10 -8.00  0.137
H -0.02 -5.02 -6.45  0.143
C -7.29 -0.46 5.02  -0.007
C -6.44 0.22 3.90  -0.333
C -7.23 1.30 3.20  -0.078
O -6.49 2.46 3.55  0.107
C -5.35 2.18 4.07  -0.597
O -4.49 3.00 4.33  0.142
O -5.37 0.90 4.45  0.092
H -7.89 0.28 5.55  0.086
H -6.67 -1.05 5.71  0.081
H -7.94 -1.19 4.55  0.083
H -6.03 -0.51 3.20  0.153
H -8.24 1.43 3.59  0.133
H -7.33 1.14 2.13  0.137
C 1.48 1.43 6.00  -0.018
C 2.21 2.41 5.08  -0.309
C 2.90 3.61 5.63  -0.113
O 4.23 3.46 5.27  0.106
C 4.43 2.38 4.57  -0.597
O 5.48 2.03 4.08  0.142
O 3.30 1.69 4.50  0.100
H 0.67 1.91 6.55  0.086
H 2.16 1.05 6.76  0.087
H 1.08 0.54 5.51  0.086
H 1.49 2.80 4.36  0.151
H 2.85 3.60 6.72  0.140
H 2.46 4.51 5.21  0.140
C -0.33 -1.14 0.27  -0.177
O -1.22 -0.08 0.07  -0.124
H -0.39 -1.76 -0.63  0.072
H 0.67 -0.77 0.51  0.084
H -0.74 -1.78 1.04  0.072
H -0.67 0.68 -0.12  0.073
C -0.79 -7.42 -0.79  -0.190
O -1.10 -7.99 -2.03  -0.114
H -0.67 -8.20 -0.04  0.075
H 0.11 -6.82 -0.88  0.082
H -1.57 -6.77 -0.41  0.073
H -1.90 -8.49 -1.85  0.074

Largest force on an atom = 5.36 eV/Å
Relative energy (zero: lowest compared OMol25 entry of this formula, charge and spin) = 106.5 kcal per mole
SMILES string = C[C@H]1COC(=O)O1.C[C@H]1COC(=O)O1.C[C@H]1COC(=O)O1.C[C@H]1COC(=O)O1.C[C@H]1COC(=O)O1.C[C@H]1COC(=O)O1.C[C@H]1COC(=O)O1.C[C@H]1COC(=O)O1.CO.CO
Highest occupied orbital energy = -10.1 eV
Multiplicity = 1
E = -3285.31775 a.u.
Kohn-Sham gap = 10.22 eV
LUMO energy = 0.16 eV